Formula: C51H102Cl6O36
Source: OMol25
Level of theory: ωB97M-V with the def2-TZVPD basis set

The geometry in XYZ format:
```
195
Properties=species:S:1:pos:R:3:mulliken_charge:R:1
C -1.83 0.01 -4.53 0.593
Cl -0.38 0.75 -5.19 -0.160
Cl -1.57 -1.76 -4.35 -0.103
H -1.94 0.42 -3.54 -0.766
H -2.69 0.20 -5.17 0.379
C 3.35 5.82 -1.86 0.902
Cl 3.89 5.54 -0.18 -0.087
Cl 4.70 5.85 -3.01 -0.148
H 2.69 4.98 -2.08 -1.170
H 2.83 6.77 -1.88 0.415
C -1.38 -4.81 -2.70 0.650
Cl -3.15 -4.83 -2.90 -0.173
Cl -0.87 -6.40 -2.06 -0.187
H -0.90 -4.73 -3.67 0.206
H -1.14 -4.01 -2.01 -0.461
C 4.45 -2.89 -0.81 -1.789
C 3.46 -1.89 -0.29 1.909
O 2.55 -2.55 0.65 0.021
C 1.58 -3.29 0.14 0.730
O 1.30 -3.34 -1.03 -0.587
O 0.99 -3.91 1.15 -0.161
C 0.11 -4.98 0.79 -0.638
H 3.91 -3.67 -1.35 0.357
H 4.95 -3.48 -0.05 0.421
H 5.20 -2.41 -1.44 0.373
H 2.90 -1.26 -0.99 -0.498
H 3.94 -1.17 0.38 -0.903
H -0.82 -4.59 0.39 0.147
H -0.11 -5.54 1.70 0.172
H 0.57 -5.69 0.11 0.502
C -2.48 0.95 3.99 -0.893
C -3.09 -0.24 4.70 0.484
O -2.70 -0.20 6.05 -0.339
C -2.96 -1.23 6.82 0.811
O -3.55 -2.22 6.50 -0.551
O -2.27 -1.08 7.95 -0.347
C -2.04 -2.26 8.69 -0.513
H -2.90 1.09 3.00 0.112
H -1.39 0.86 3.99 0.073
H -2.68 1.85 4.58 0.510
H -2.80 -1.17 4.19 -0.349
H -4.18 -0.17 4.64 0.392
H -1.39 -2.98 8.19 0.099
H -2.98 -2.78 8.90 0.316
H -1.71 -2.00 9.69 0.261
C -1.82 7.21 -2.87 -0.981
C -0.94 6.44 -3.82 -0.354
O -0.33 5.31 -3.18 0.061
C 0.54 4.64 -3.93 0.200
O 0.87 4.95 -5.04 -0.577
O 0.95 3.60 -3.23 0.369
C 1.99 2.81 -3.79 -0.948
H -2.22 6.45 -2.19 0.066
H -2.61 7.69 -3.43 0.378
H -1.31 7.95 -2.26 0.360
H -0.20 7.12 -4.25 0.467
H -1.47 6.10 -4.71 0.233
H 1.68 2.31 -4.71 0.553
H 2.32 2.04 -3.10 -0.353
H 2.84 3.46 -3.98 0.553
C 1.49 -0.26 3.03 1.804
C 2.65 -0.94 3.71 -0.513
O 3.84 -1.08 2.92 -0.241
C 4.62 -0.01 2.79 0.739
O 4.29 1.11 3.01 -0.516
O 5.83 -0.33 2.31 -0.318
C 6.26 -1.66 2.58 -0.543
H 1.48 -0.55 1.97 -0.380
H 1.56 0.83 3.00 -1.209
H 0.54 -0.44 3.53 -0.050
H 2.37 -1.95 3.98 0.187
H 2.87 -0.39 4.63 0.459
H 5.75 -2.39 1.95 0.068
H 6.17 -1.91 3.64 0.301
H 7.31 -1.74 2.30 0.297
C 2.47 -0.64 -3.74 0.288
C 2.38 -2.13 -3.92 0.571
O 3.08 -2.54 -5.10 -0.454
C 2.49 -2.80 -6.25 0.599
O 3.11 -2.96 -7.27 -0.617
O 1.16 -2.88 -6.15 -0.161
C 0.42 -3.35 -7.25 -0.814
H 2.41 -0.03 -4.64 0.537
H 3.42 -0.44 -3.22 0.085
H 1.68 -0.27 -3.07 -0.416
H 1.36 -2.51 -3.89 0.124
H 2.77 -2.67 -3.06 -0.548
H -0.28 -4.14 -6.95 0.247
H 1.05 -3.74 -8.04 0.397
H -0.22 -2.57 -7.67 0.259
C 1.55 1.93 -0.22 1.452
C 0.15 1.74 -0.80 0.935
O -0.65 1.07 0.18 0.038
C -1.21 -0.10 -0.11 0.372
O -1.19 -0.60 -1.20 -0.429
O -1.76 -0.58 0.99 0.172
C -2.19 -1.94 0.94 -0.020
H 1.50 2.31 0.80 -0.312
H 2.10 2.60 -0.88 -0.607
H 2.17 1.03 -0.19 -0.508
H 0.14 1.37 -1.82 -0.164
H -0.26 2.75 -0.89 -0.936
H -3.11 -2.00 0.36 0.137
H -2.36 -2.30 1.96 -0.434
H -1.41 -2.54 0.50 -0.059
C -6.39 0.61 -5.56 -1.263
C -6.38 1.15 -4.15 0.272
O -5.70 0.21 -3.32 -0.147
C -5.83 0.34 -1.99 0.739
O -6.37 1.23 -1.43 -0.608
O -5.26 -0.67 -1.36 -0.343
C -4.68 -1.76 -2.05 -0.431
H -7.07 -0.23 -5.73 0.379
H -5.43 0.14 -5.79 0.175
H -6.75 1.39 -6.22 0.418
H -7.40 1.27 -3.78 0.398
H -5.92 2.14 -4.10 -0.174
H -4.29 -2.52 -1.37 0.072
H -3.86 -1.56 -2.74 0.147
H -5.46 -2.22 -2.66 0.472
C -3.93 3.51 0.11 -1.518
C -3.47 3.14 -1.28 2.166
O -3.77 4.15 -2.24 -0.485
C -3.60 3.84 -3.51 0.626
O -3.10 2.85 -3.96 -0.214
O -3.94 4.91 -4.24 -0.381
C -4.20 4.64 -5.63 -0.628
H -4.93 3.93 0.06 0.402
H -3.23 4.22 0.56 0.168
H -3.99 2.62 0.73 0.278
H -3.94 2.21 -1.59 -0.714
H -2.39 2.97 -1.32 -0.394
H -3.28 4.27 -6.07 0.308
H -4.52 5.59 -6.05 0.244
H -4.99 3.90 -5.75 0.179
C 1.71 4.85 4.87 -1.368
C 2.33 4.18 3.65 0.547
O 1.99 4.92 2.48 -0.307
C 0.75 4.90 1.99 0.933
O -0.18 4.32 2.47 -0.680
O 0.74 5.67 0.93 -0.424
C -0.38 5.67 0.05 0.082
H 2.09 5.87 4.97 0.329
H 1.91 4.34 5.82 0.407
H 0.63 4.93 4.82 0.307
H 1.99 3.15 3.58 -0.416
H 3.41 4.14 3.67 0.346
H -0.38 4.78 -0.57 -0.220
H -0.23 6.53 -0.60 0.078
H -1.31 5.79 0.60 0.357
C 3.65 -2.42 7.95 -1.018
C 2.18 -2.62 8.37 -0.372
O 1.27 -2.35 7.33 -0.179
C 0.77 -3.36 6.61 0.513
O 1.07 -4.51 6.75 -0.614
O -0.08 -2.85 5.76 -0.041
C -0.84 -3.72 4.93 -0.610
H 4.34 -2.95 8.60 0.362
H 3.80 -1.35 7.91 0.280
H 3.80 -2.83 6.95 0.241
H 1.91 -1.91 9.15 0.324
H 2.10 -3.62 8.80 0.414
H -1.35 -3.13 4.18 -0.220
H -1.50 -4.34 5.54 0.303
H -0.21 -4.36 4.31 0.534
C -3.28 -8.24 0.17 -1.279
C -2.57 -7.40 1.20 0.604
O -3.51 -6.94 2.18 -0.400
C -3.40 -5.76 2.76 0.685
O -2.54 -4.94 2.54 -0.265
O -4.37 -5.68 3.66 -0.435
C -4.45 -4.58 4.56 -0.573
H -2.71 -8.54 -0.70 0.347
H -4.16 -7.67 -0.15 0.298
H -3.76 -9.14 0.57 0.355
H -2.18 -6.51 0.69 -0.371
H -1.71 -7.85 1.70 0.296
H -3.69 -4.57 5.34 0.253
H -5.36 -4.80 5.13 0.347
H -4.61 -3.63 4.07 0.251
C 6.48 2.58 -5.23 -1.393
C 5.73 1.77 -4.21 0.487
O 6.15 2.21 -2.92 -0.424
C 5.37 2.01 -1.86 0.063
O 4.26 1.55 -1.91 0.512
O 6.00 2.46 -0.80 -0.465
C 5.27 2.45 0.44 0.859
H 6.08 3.59 -5.36 0.268
H 6.30 2.14 -6.22 0.405
H 7.56 2.60 -5.09 0.359
H 5.87 0.69 -4.29 0.290
H 4.67 2.04 -4.25 -0.290
H 4.37 3.05 0.33 -0.392
H 5.89 2.74 1.28 0.330
H 4.93 1.42 0.54 -0.611
```

Calculated values
**Energy**: -7474.3626 hartree
**Kohn-Sham gap**: 10.9192 eV
**Largest force on an atom**: 1.9 eV/Å
**HOMO energy**: -10.50 eV
**LUMO**: 0.42 eV
**Charge**: 0

=====

Formula: C38H38N7O3S2V
Source: OMol25
Level of theory: ωB97M-V with the def2-TZVPD basis set

The geometry in XYZ format:
```
89
Properties=species:S:1:pos:R:3:mulliken_charge:R:1
V 0.00 0.14 -0.13 0.538
C 0.77 4.61 2.34 -0.857
N 0.65 4.22 0.95 0.307
C 1.29 4.85 -0.10 -0.726
C 0.83 4.31 -1.24 -0.594
N -0.09 3.33 -0.88 0.721
C -0.20 3.27 0.49 0.180
S -1.16 2.25 1.42 -0.430
C -0.96 2.70 -1.79 0.215
C -1.39 3.42 -2.90 -1.037
C -2.21 2.79 -3.81 -0.514
C -2.59 1.48 -3.58 -1.069
C -2.13 0.86 -2.43 -0.274
N -1.32 1.45 -1.54 0.413
H 1.79 4.95 2.53 0.361
H 0.55 3.75 2.97 0.292
H 0.06 5.40 2.57 0.282
H 2.04 5.59 0.06 0.508
H 1.12 4.47 -2.26 0.533
H -1.11 4.45 -3.03 0.592
H -2.56 3.32 -4.69 0.443
H -3.24 0.94 -4.26 0.427
H -2.41 -0.16 -2.20 0.526
O 2.63 2.03 0.26 -0.644
S 2.95 0.86 1.06 1.060
O 3.96 -0.03 0.51 -0.509
N 1.58 0.13 1.37 1.364
C 1.44 -0.84 2.35 -0.801
C 2.42 -1.33 3.18 -0.196
C 2.11 -2.26 4.20 -1.070
C 0.84 -2.73 4.39 -1.024
C -0.19 -2.29 3.52 1.117
C -1.52 -2.75 3.60 -0.754
C -2.45 -2.33 2.70 -1.123
C -2.06 -1.44 1.69 -0.275
N -0.83 -0.98 1.58 0.279
C 0.11 -1.36 2.50 -0.169
C 3.57 1.46 2.60 -0.668
C 2.66 1.93 3.54 -0.214
C 3.13 2.43 4.74 -1.162
C 4.49 2.46 5.00 -0.547
C 5.39 1.98 4.06 -0.722
C 4.93 1.47 2.85 -0.038
H 3.44 -1.02 3.06 0.617
H 2.91 -2.61 4.84 0.455
H 0.60 -3.43 5.17 0.433
H -1.78 -3.45 4.39 0.463
H -3.48 -2.66 2.75 0.425
H -2.77 -1.11 0.94 0.560
H 1.60 1.86 3.33 0.661
H 2.43 2.79 5.49 0.480
H 4.86 2.85 5.94 0.411
H 6.45 1.99 4.26 0.440
H 5.61 1.07 2.11 0.475
N 1.39 0.60 -1.80 -0.196
C 2.36 0.42 -2.39 0.064
N 3.49 0.22 -3.00 0.185
C 3.63 -0.68 -4.15 -0.887
C 4.76 -1.67 -3.89 0.190
C 6.04 -0.95 -3.49 -1.017
C 5.80 -0.06 -2.27 -0.236
C 4.69 0.94 -2.54 -0.532
H 3.84 -0.09 -5.04 0.364
H 2.68 -1.19 -4.30 0.444
H 4.91 -2.27 -4.79 0.408
H 4.45 -2.35 -3.09 -0.268
H 6.39 -0.34 -4.33 0.358
H 6.82 -1.68 -3.28 0.408
H 6.71 0.49 -2.02 0.430
H 5.52 -0.65 -1.40 -0.001
H 4.98 1.66 -3.32 0.427
H 4.42 1.48 -1.64 0.134
C -1.16 -3.38 -2.60 -2.052
C -0.17 -2.59 -1.80 0.780
O -0.53 -1.51 -1.34 0.269
C 1.19 -3.15 -1.59 0.205
C 1.58 -4.31 -2.25 -0.767
C 2.84 -4.85 -2.04 -0.847
C 3.72 -4.23 -1.16 -0.781
C 3.34 -3.06 -0.50 -0.738
C 2.08 -2.53 -0.71 1.154
H -2.13 -2.88 -2.57 0.316
H -1.26 -4.39 -2.22 0.462
H -0.83 -3.45 -3.64 0.440
H 0.91 -4.81 -2.93 0.482
H 3.14 -5.75 -2.55 0.416
H 4.70 -4.65 -0.99 0.441
H 4.02 -2.55 0.18 0.471
H 1.81 -1.63 -0.19 0.315
```

Calculated values
**Energy**: -3820.1903 hartree
**Kohn-Sham gap (spin up / spin down)**: 6.8368 / 7.0960 eV
**Largest force on an atom**: 1.1 eV/Å
**ΔE to the lowest compared entry with this formula, charge and spin**: 48.5 kJ/mol
**HOMO energy (spin up / spin down)**: -9.44 / -9.79 eV
**LUMO (spin up / spin down)**: -2.60 / -2.70 eV
**⟨S²⟩**: 3.757
**2S+1**: 4
**Charge**: +1

=====

Formula: C25H29I2N5O2SV
Source: OMol25
Level of theory: ωB97M-V with the def2-TZVPD basis set

The geometry in XYZ format:
```
65
Properties=species:S:1:pos:R:3:mulliken_charge:R:1
V 0.35 -0.26 0.43 0.556
C -1.74 0.30 -1.65 -0.633
C -1.48 -0.74 -2.54 -0.378
C -0.50 -0.59 -3.51 -0.685
C 0.22 0.60 -3.61 -0.432
C -0.05 1.64 -2.74 -0.707
C -1.03 1.50 -1.76 -0.156
H -2.57 0.22 -0.96 0.594
H -2.06 -1.65 -2.49 0.491
H -0.30 -1.40 -4.20 0.491
H 0.96 0.72 -4.38 0.436
H 0.48 2.58 -2.84 0.549
H -1.29 2.35 -1.14 0.654
I -6.06 -0.60 4.61 0.200
C -4.40 -0.74 3.38 -0.602
C -4.02 -1.98 2.87 -0.242
C -2.91 -2.06 2.05 -0.593
I -2.31 -3.92 1.33 0.138
C -2.19 -0.92 1.74 0.124
O -1.05 -0.97 0.95 0.422
C -2.57 0.32 2.23 1.423
C -1.88 1.57 1.76 -1.644
N -0.40 1.46 1.62 0.128
C 0.33 1.51 2.91 -1.075
C 1.22 0.31 3.14 0.666
C 1.94 0.19 4.31 -0.984
C 2.64 -0.97 4.56 -0.478
C 2.57 -2.01 3.64 -0.946
C 1.87 -1.82 2.48 -0.476
N 1.22 -0.67 2.22 0.638
C -3.67 0.40 3.06 -0.869
H -4.58 -2.87 3.12 0.408
H -2.12 2.40 2.43 0.500
H -2.27 1.84 0.78 0.462
H -0.09 2.23 1.04 0.429
H -0.39 1.55 3.72 0.462
H 0.92 2.42 2.97 0.535
H 1.94 1.01 5.03 0.550
H 3.21 -1.08 5.47 0.452
H 3.07 -2.96 3.83 0.501
H 1.78 -2.60 1.74 0.638
H -3.98 1.36 3.46 0.485
C 4.84 -3.09 -1.98 -1.098
C 4.29 -3.10 -0.56 -0.634
N 3.05 -3.90 -0.45 -0.032
C 1.81 -3.46 -0.59 0.210
S 1.48 -1.80 -1.00 -0.285
N 0.79 -4.31 -0.48 0.021
C 0.90 -5.76 -0.25 -0.786
C 1.18 -6.54 -1.53 -0.981
H 5.78 -2.54 -2.00 0.387
H 4.14 -2.61 -2.66 0.277
H 5.04 -4.11 -2.33 0.357
H 4.06 -2.09 -0.23 0.304
H 5.00 -3.54 0.14 0.456
H 3.18 -4.90 -0.41 0.221
H -0.11 -3.92 -0.67 0.143
H -0.05 -6.07 0.18 0.283
H 1.66 -5.94 0.51 0.423
H 0.36 -6.42 -2.24 0.329
H 1.27 -7.60 -1.30 0.377
H 2.10 -6.22 -2.01 0.282
O 3.50 2.26 -0.64 -0.428
C 2.58 1.62 -0.35 0.865
N 1.62 0.94 -0.05 -0.724
```

Calculated values
**Energy**: -3331.4702 hartree
**Kohn-Sham gap (spin up / spin down)**: 6.1592 / 6.8143 eV
**Largest force on an atom**: 3.3 eV/Å
**ΔE to the lowest compared entry with this formula, charge and spin**: 71.4 kJ/mol
**HOMO energy (spin up / spin down)**: -13.57 / -13.58 eV
**LUMO (spin up / spin down)**: -7.41 / -6.77 eV
**⟨S²⟩**: 0.766
**2S+1**: 2
**Charge**: +2

=====

Formula: C5H11NO
Source: OMol25
Level of theory: ωB97M-V with the def2-TZVPD basis set

The geometry in XYZ format:
```
18
Properties=species:S:1:pos:R:3:mulliken_charge:R:1
C 0.71 -1.27 -0.69 -0.025
C 1.41 -1.81 -1.93 -1.176
C 1.25 -0.15 0.10 0.343
N 0.39 0.76 0.73 -0.205
C -1.12 0.71 0.80 -0.143
C -1.86 1.90 1.36 -1.146
O 2.43 0.16 0.17 -0.655
H -0.37 -1.05 -0.99 0.123
H 0.48 -1.99 0.14 0.295
H 0.66 -2.15 -2.64 0.348
H 2.09 -1.10 -2.40 0.312
H 1.93 -2.73 -1.74 0.301
H 0.78 1.50 1.28 0.227
H -1.52 0.51 -0.20 0.228
H -1.10 -0.08 1.59 0.274
H -2.80 1.95 0.80 0.296
H -1.22 2.79 1.18 0.289
H -2.14 2.06 2.41 0.313
```

Calculated values
**Energy**: -327.0729 hartree
**Kohn-Sham gap**: 9.9483 eV
**Largest force on an atom**: 3.9 eV/Å
**ΔE to the lowest compared entry with this formula, charge and spin**: 153.6 kJ/mol
**HOMO energy**: -9.07 eV
**LUMO**: 0.88 eV
**SMILES string**: CCNC(=O)CC
**Charge**: 0

=====

Formula: C4H7O2P
Source: OMol25
Level of theory: ωB97M-V with the def2-TZVPD basis set

The geometry in XYZ format:
```
14
Properties=species:S:1:pos:R:3:mulliken_charge:R:1
C -0.70 1.02 0.61 -0.283
C 0.60 1.27 0.70 -0.488
C -1.13 -0.17 -0.20 -0.680
C -0.06 -1.28 -0.37 -0.721
O 2.59 -0.92 0.94 -0.485
O 2.78 0.75 -0.83 -0.524
P 1.61 -0.15 0.11 0.515
H -1.31 1.82 0.99 0.366
H 0.98 2.16 1.07 0.449
H -2.12 -0.45 0.02 0.480
H -1.39 0.21 -1.15 0.319
H 0.12 -1.75 -1.43 0.360
H 3.64 0.49 -0.38 0.303
H 0.02 -1.96 0.35 0.389
```

Calculated values
**Energy**: -648.2450 hartree
**Kohn-Sham gap (spin up / spin down)**: 5.8761 / 6.3162 eV
**Largest force on an atom**: 6.5 eV/Å
**ΔE to the lowest compared entry with this formula, charge and spin**: 101.5 kJ/mol
**HOMO energy (spin up / spin down)**: -4.96 / -10.20 eV
**LUMO (spin up / spin down)**: 0.92 / -3.89 eV
**⟨S²⟩**: 2.020
**2S+1**: 3
**Charge**: 0

=====

Formula: C29H39
Source: OMol25
Level of theory: ωB97M-V with the def2-TZVPD basis set

The geometry in XYZ format:
```
68
Properties=species:S:1:pos:R:3:mulliken_charge:R:1
C -3.47 -0.23 2.60 -0.524
C -3.02 -1.33 3.58 -0.992
C -1.50 -1.50 3.76 -0.233
C -0.75 -1.91 2.49 -0.635
C 0.78 -1.79 2.60 -1.078
C 1.32 -0.44 2.07 -0.799
C 1.24 0.73 3.04 1.736
C 1.91 0.66 4.20 -1.491
C 0.47 1.98 2.63 -1.182
C -1.02 1.80 2.22 -0.379
C -1.99 1.79 3.40 -0.751
C -3.39 1.22 3.12 -0.979
H -2.92 -0.31 1.65 0.263
H -4.53 -0.42 2.36 0.368
H -3.46 -1.16 4.57 0.367
H -3.43 -2.28 3.20 0.360
H -1.06 -0.58 4.18 -0.022
H -1.33 -2.27 4.53 0.414
H -1.00 -2.96 2.27 0.477
H -1.11 -1.33 1.63 0.226
H 1.12 -1.97 3.63 0.304
H 1.21 -2.59 1.98 0.520
H 2.38 -0.61 1.81 0.130
H 0.80 -0.17 1.14 0.518
H 1.92 1.50 4.90 0.302
H 2.45 -0.25 4.48 0.242
H 0.53 2.70 3.46 0.336
H 0.98 2.43 1.76 0.272
H -1.29 2.65 1.57 0.474
H -1.14 0.90 1.59 0.258
H -1.55 1.29 4.27 0.389
H -2.13 2.84 3.72 0.465
H -3.90 1.85 2.38 0.347
H -3.98 1.31 4.05 0.357
C 5.39 5.22 0.08 -1.403
C 5.31 3.99 0.92 1.128
C 4.62 2.85 0.47 -0.676
C 4.50 1.73 1.28 -0.388
C 5.07 1.70 2.58 0.718
C 5.00 0.55 3.42 0.009
C 5.92 0.30 4.43 -0.543
C 5.95 -0.87 5.18 -0.241
C 6.73 -1.04 6.37 0.801
C 6.82 -2.31 7.00 -0.717
C 7.51 -2.46 8.20 -0.569
C 8.15 -1.36 8.80 1.070
C 8.83 -1.52 10.11 -1.391
C 8.10 -0.11 8.16 -0.799
C 7.41 0.06 6.98 -0.600
C 5.77 2.87 3.02 -0.780
C 5.89 3.97 2.19 -0.874
H 5.93 6.01 0.61 0.363
H 5.89 5.05 -0.87 0.343
H 4.38 5.59 -0.15 0.336
H 4.19 2.86 -0.53 0.416
H 3.98 0.84 0.91 0.333
H 4.26 -0.21 3.20 0.277
H 6.71 1.05 4.62 0.433
H 5.36 -1.72 4.83 0.399
H 6.35 -3.17 6.53 0.370
H 7.56 -3.43 8.69 0.410
H 9.28 -0.58 10.44 0.358
H 8.14 -1.86 10.89 0.335
H 9.63 -2.28 10.05 0.343
H 8.61 0.74 8.62 0.307
H 7.37 1.03 6.50 0.359
H 6.19 2.88 4.02 0.497
H 6.45 4.85 2.54 0.314
```

Calculated values
**Energy**: -1128.1575 hartree
**Kohn-Sham gap**: 6.0116 eV
**Largest force on an atom**: 1.0 eV/Å
**HOMO energy**: -11.36 eV
**LUMO**: -5.35 eV
**Charge**: +1